The following is a quantum chemistry calculation of C50H59AgN4P2Si3 as an isolated structure, from the Open Molecules 2025 dataset.

Last column: Löwdin charge in e.
Cartesian coordinates (Å):
Ag  -0.8007  0.1470  -0.9058  0.724
C  1.7185  2.1627  -2.1809  -0.379
C  1.7533  0.6623  -1.9317  -0.368
P  2.2045  0.3826  -0.1579  1.063
C  3.9901  0.8008  -0.1931  -0.308
C  4.6668  0.6567  1.0190  -0.082
C  6.0244  0.9075  1.1042  -0.059
C  6.7354  1.2860  -0.0286  -0.075
C  6.0808  1.4036  -1.2432  -0.072
C  4.7132  1.1634  -1.3241  -0.084
C  2.1239  -1.1717  0.5351  -0.333
C  1.1401  -1.6529  1.5925  -0.258
C  1.7148  -2.8108  2.3654  -0.083
C  2.7299  -3.5611  1.9215  -0.121
C  3.4361  -3.2433  0.6964  -0.122
C  3.1526  -2.0674  0.0859  -0.159
P  0.6054  2.8133  -0.8767  1.091
C  1.3449  1.9220  0.6448  -0.436
C  2.4155  2.7678  1.2753  -0.160
C  2.3242  3.3205  2.4822  -0.068
C  1.1666  3.1045  3.3441  -0.069
C  0.1473  2.3643  2.9234  -0.031
C  0.0751  1.7039  1.5760  -0.328
C  1.1249  4.5595  -0.7191  -0.353
C  0.1572  5.4759  -0.3165  -0.088
C  0.4669  6.8226  -0.1712  -0.072
C  1.7475  7.2714  -0.4483  -0.081
C  2.7179  6.3714  -0.8733  -0.076
C  2.4093  5.0282  -1.0053  -0.097
H  1.2881  2.4052  -3.1542  0.093
H  2.7172  2.5964  -2.1381  0.046
H  2.5098  0.1404  -2.5231  0.080
H  0.8104  0.1821  -2.2476  0.031
H  4.1216  0.3240  1.8944  0.117
H  6.5323  0.7941  2.0529  0.109
H  7.7992  1.4744  0.0352  0.105
H  6.6302  1.6773  -2.1345  0.105
H  4.2334  1.2520  -2.2890  0.091
H  0.1759  -1.9839  1.1551  0.109
H  1.2061  -3.0836  3.2842  0.104
H  3.0420  -4.4212  2.5043  0.102
H  4.2394  -3.8730  0.3409  0.087
H  3.7689  -1.7818  -0.7627  0.103
H  3.2889  2.9775  0.6742  0.095
H  3.1294  3.9569  2.8283  0.108
H  1.1517  3.5477  4.3316  0.103
H  -0.7170  2.1878  3.5541  0.119
H  -0.7696  2.1497  1.0584  0.059
H  -0.8525  5.1410  -0.1204  0.075
H  -0.2975  7.5175  0.1510  0.106
H  1.9919  8.3207  -0.3448  0.104
H  3.7183  6.7174  -1.1000  0.104
H  3.1861  4.3454  -1.3293  0.091
C  -2.6181  3.2106  -2.4369  -0.203
Si  -3.3901  2.3503  -0.9358  0.352
C  -5.2471  2.6598  -1.1245  -0.190
C  -3.0201  3.4535  0.5604  -0.181
C  -2.9789  0.5473  -0.7593  -0.566
Si  -3.8627  -0.4217  -2.0692  0.335
C  -3.7667  0.3883  -3.7685  -0.185
C  -5.6996  -0.6619  -1.6974  -0.174
C  -3.2261  -2.1587  -2.4020  -0.190
Si  -3.1890  -0.1392  0.9145  0.407
C  -4.7425  0.4037  1.8314  -0.163
C  -3.3215  -2.0259  0.9373  -0.168
C  -1.6869  0.0762  2.1217  -0.228
C  -1.9144  -0.3719  3.3662  -0.100
C  -0.8541  -0.6463  4.3268  -0.072
C  0.3993  -0.7152  3.8940  -0.045
C  0.7372  -0.4510  2.4563  -0.261
N  -0.3062  0.2938  1.7070  -0.091
H  -2.2500  4.2041  -2.1652  0.017
H  -3.3613  3.3430  -3.2256  0.023
H  -1.7817  2.6526  -2.8594  -0.004
H  -5.4030  3.7435  -1.1585  0.033
H  -5.8241  2.2702  -0.2831  0.026
H  -5.6707  2.2431  -2.0388  0.016
H  -3.4851  4.4210  0.3385  0.038
H  -1.9733  3.6549  0.7655  -0.019
H  -3.4683  3.0917  1.4855  0.021
H  -4.3140  1.3260  -3.8535  0.014
H  -4.1971  -0.3093  -4.4935  0.032
H  -2.7321  0.5774  -4.0647  0.027
H  -6.2251  0.2646  -1.4678  0.007
H  -5.8591  -1.3479  -0.8622  0.021
H  -6.1815  -1.1090  -2.5731  0.033
H  -2.2304  -2.1455  -2.8472  0.007
H  -3.9151  -2.6055  -3.1272  0.035
H  -3.2038  -2.8128  -1.5298  0.003
H  -5.6015  0.0698  1.2404  0.032
H  -4.8419  1.4778  1.9727  0.016
H  -4.8225  -0.0727  2.8111  0.023
H  -4.0964  -2.4232  0.2817  0.017
H  -3.5552  -2.3304  1.9610  0.037
H  -2.3753  -2.5042  0.6743  0.001
H  -2.9324  -0.5934  3.6635  0.085
H  -1.1016  -0.8107  5.3682  0.104
H  1.2232  -0.9222  4.5664  0.116
H  1.6169  0.2031  2.4906  0.135
N  0.9467  -10.1090  1.8778  0.157
C  0.9050  -9.1015  1.3278  -0.181
C  0.8535  -7.8374  0.6391  -0.228
C  1.1756  -7.7708  -0.7132  -0.016
C  1.1236  -6.5569  -1.3741  0.005
C  0.7659  -5.4110  -0.6772  -0.173
C  0.4535  -5.4683  0.6744  0.005
C  0.4884  -6.6850  1.3298  -0.004
N  0.7187  -4.1667  -1.3515  0.005
C  1.5506  -3.7389  -2.3638  -0.047
C  1.1418  -2.4816  -2.6658  -0.138
N  0.0654  -2.1251  -1.8805  0.038
C  -0.1595  -3.1580  -1.1141  -0.161
H  1.4528  -8.6702  -1.2452  0.123
H  1.3404  -6.5029  -2.4321  0.117
H  0.2294  -4.5613  1.2187  0.102
H  0.2518  -6.7405  2.3833  0.127
H  2.3642  -4.3403  -2.7260  0.123
H  1.5489  -1.8200  -3.4109  0.099
H  -0.9579  -3.2571  -0.3997  0.106

Atoms 1-6, force components in eV/Å:
Ag -0.574 -0.478 -0.152
C 0.133 0.044 -0.021
C 0.195 -0.115 -0.209
P -0.082 0.341 0.178
C 0.027 -0.073 -0.045
C 0.027 -0.008 -0.005

Properties
E_HOMO ... -6.424 eV
ΔE to the lowest compared entry with this formula, charge and spin ... 12.1 kcal per mole
E_LUMO ... 0.110 eV
HOMO-LUMO gap ... 6.53 eV



The following is a quantum chemistry calculation of C13H15CoN3O5STe as an isolated structure in a non-equilibrium geometry, from the Open Molecules 2025 dataset.

Last column: Löwdin charge in e.
Cartesian coordinates (Å):
Co  0.0316  -0.3323  0.8674  0.422
O  -0.0400  5.5760  -0.5728  0.123
C  0.0340  4.2698  -0.3295  -0.262
C  1.2467  3.5697  -0.2526  0.092
C  1.2008  2.2258  0.0238  -0.146
N  0.0487  1.5903  0.2035  0.056
C  -1.1118  2.2425  0.1495  -0.137
C  -1.1730  3.5835  -0.1194  0.105
C  -2.2903  1.3281  0.5207  -0.548
O  -3.4239  1.7049  0.3765  0.130
O  -1.8594  0.1952  0.9924  -0.129
C  2.4072  1.3013  0.2180  -0.563
O  3.5202  1.6825  -0.0654  0.098
O  2.0534  0.1493  0.6901  -0.190
H  0.8287  5.9774  -0.6854  0.132
H  2.2064  4.0505  -0.3951  0.140
H  -2.1189  4.1051  -0.1612  0.147
C  -0.7777  0.2898  4.3618  -0.366
Te  0.5479  -1.0552  3.3618  1.402
C  -0.7520  -2.7243  3.6819  -0.367
H  -1.7366  0.2688  3.8503  0.016
H  -0.3533  1.2899  4.3286  0.016
H  -0.8779  -0.0348  5.3942  0.020
H  -0.6242  -3.0642  4.7061  0.017
H  -0.4966  -3.5264  2.9937  0.006
H  -1.7739  -2.3984  3.5070  0.025
C  3.2408  -2.7291  1.0896  -0.011
N  3.0268  -2.4848  -0.3205  -0.092
C  4.0243  -2.3698  -1.2622  -0.003
C  3.4415  -2.0431  -2.4354  -0.022
N  2.0943  -1.9577  -2.1854  0.104
C  1.8452  -2.2162  -0.8926  -0.684
S  0.2658  -2.3023  -0.2129  0.763
H  4.1999  -3.2192  1.2290  0.107
H  2.4498  -3.3660  1.4812  0.084
H  3.2456  -1.7760  1.6180  0.072
H  5.0627  -2.5226  -1.0284  0.141
H  3.8702  -1.8778  -3.4069  0.134
H  1.3812  -1.6997  -2.8482  0.170

Atoms 1-6, force components in eV/Å:
Co -0.190 1.084 -0.490
O -0.159 0.139 -0.027
C 0.061 -0.390 0.078
C -0.013 0.130 -0.099
C 0.272 -0.302 0.060
N 0.017 -0.043 0.255

Properties
Charge ... +1
E_HOMO (spin up / spin down) ... -12.315 / -12.509 eV
2S+1 ... 5
E_LUMO (spin up / spin down) ... -2.807 / -5.861 eV
HOMO-LUMO gap (spin up / spin down) ... 9.51 / 6.65 eV